13
Properties=species:S:1:pos:R:3:nbo_charge:R:1 method="wB97M-V/def2-TZVPD" charge=0 de_lowest_ev=4.801 energy_ev=-7794.8431 homo_ev=-8.48 smiles="C/N=C/[C@H]1CO1"
C -1.89095 0.02704 0.45170 -0.443
N -0.75893 0.94416 0.26239 -0.460
C -0.24706 0.45065 -0.78778 0.191
C 1.00980 -0.29518 -0.61905 -0.054
C 1.97864 0.15301 0.37277 -0.085
O 1.10822 -0.90685 0.68414 -0.466
H -1.44527 -0.94512 0.74755 0.198
H -2.56969 -0.16998 -0.39617 0.181
H -2.36059 0.46746 1.30101 0.210
H -0.83679 0.29266 -1.70439 0.133
H 1.24179 -0.99760 -1.41043 0.201
H 3.01831 -0.10714 0.21227 0.186
H 1.75253 1.08689 0.88598 0.207